Computed, not measured: a molecular structure, C8H10O, with wB97M-V/def2-TZVPD.

Output
Lowest unoccupied orbital energy (eV): 1.11

Positions of all 19 atoms, in Å:
C 1.35 0.60 -1.44
C -0.41 1.15 -0.25
C 0.55 0.45 0.74
C -0.34 -0.44 1.59
C -0.54 -1.87 1.34
C -1.34 -0.89 0.51
C -0.66 -0.31 -0.70
C 0.84 -0.45 -0.48
H 2.40 0.86 -1.20
H 1.40 0.37 -2.52
H -1.22 1.73 0.09
H 1.31 0.93 1.29
H -0.72 0.10 2.49
H 0.16 -2.52 0.83
H -1.09 -2.46 2.10
H -2.44 -0.80 0.68
H -1.17 -0.30 -1.67
H 1.40 -1.31 -0.42
O 0.41 1.74 -1.20